1.
Entry from OMol25: a structure of composition C29H48As3N4O2Rh in a non-equilibrium geometry (ωB97M-V/def2-TZVPD).

Summary:
Gap between HOMO and LUMO (spin up / spin down), Eh: 0.2102 / 0.2014
Multiplicity: 1
ΔE to the lowest compared entry with this formula, charge and spin, kcal/mol: 62.96
Charge: +2
Highest occupied orbital energy (spin up / spin down), eV: -12.967 / -12.967
Molar mass, g/mol: 812.40

Element x y z (Å)
H -1.389597 -1.684947 -4.969356
C 1.874175 -1.402083 -0.929931
C 4.692065 -2.013168 1.757774
H 5.129324 -2.114053 0.771458
C 2.812185 -7.088155 0.742019
C -1.688787 3.434163 -2.418981
C 2.836172 -2.185886 3.268204
C -2.663491 4.274412 1.050327
H -1.066776 -2.594775 -1.518346
H 0.080657 -2.491000 -5.496462
C -4.436179 6.349519 2.205224
H -2.531729 4.099535 -2.240015
H 0.270736 1.263534 -3.723775
N -1.111181 -2.034422 -2.365242
H -3.643490 2.210070 2.676825
C 1.878481 -5.085216 1.695326
C 2.482072 -2.789015 0.810578
H -4.012450 6.261706 3.204072
H 3.810764 -2.066060 -0.788686
H 1.246632 -4.605575 2.431506
C -0.273916 -2.659003 -3.407567
H 0.485898 1.267200 3.226388
C 1.001060 -2.292443 0.933298
Rh -0.336922 -0.085917 -1.571809
C 5.518969 -1.648627 2.809694
C 0.434196 -0.584844 -4.611917
H 3.263143 -1.755142 5.321953
H -2.081700 -2.003839 -2.662181
H 2.919016 -8.164682 0.745152
H -5.419252 6.809594 2.283566
C 2.537522 -4.316648 0.741082
H -3.466796 1.443949 -3.727375
C -2.199577 2.814205 1.167035
H 0.559389 -0.151720 -5.604708
H 1.418924 -0.770215 -4.188302
C -3.657078 1.253826 -2.671117
H 3.829546 -4.365923 -0.980469
As -2.081130 1.706863 -1.628726
H -4.484825 1.880903 -2.345837
C 3.343219 -2.287269 1.976320
H -3.928398 0.208027 -2.543820
C -2.895409 1.930068 0.123330
C 3.667316 -1.821292 4.320018
H -2.174573 1.231961 2.670870
H -0.772929 3.874469 -2.033359
C 3.462148 -6.326502 -0.214772
H 1.793574 -2.398778 3.461370
H -2.150654 2.875640 3.338605
N 2.864719 -2.157941 -0.460273
H -2.119845 4.888783 1.771572
C 1.934837 1.671697 0.264779
H -4.430352 5.869814 -0.806814
H -3.794177 6.985054 1.594478
O 0.235811 -2.517819 1.830926
C 5.009500 -1.554849 4.096145
H -0.095108 -0.386270 2.876923
O 1.866140 -0.633987 -1.915358
H -2.922908 0.898550 0.485433
C 3.317589 -4.945454 -0.223118
C -2.563228 2.246607 2.546597
H -5.219415 4.290751 -1.070094
N -0.253943 0.393007 -3.730333
H -3.931409 2.244093 -0.014858
H 2.244677 2.450428 0.961625
N 0.743151 -1.530566 -0.190366
H -6.120708 5.620241 -0.338534
H 1.491600 -7.055871 2.431856
As 0.167063 1.040388 0.774098
H 5.655515 -1.285432 4.920923
H 1.929896 2.064931 -0.748812
H -1.575722 3.287987 -3.493382
H -2.446212 4.666456 0.052133
H 6.566811 -1.453208 2.623232
C -5.141504 5.148468 -0.399899
H -0.195804 3.277512 1.845296
C -0.344590 -1.881030 -4.700364
H -1.182262 0.585459 -4.094812
H 2.647303 0.849199 0.312766
C -0.675158 2.793533 0.991968
H 4.091903 -6.805779 -0.952734
C 0.574297 0.409137 2.562469
C 2.013448 -6.464751 1.690857
H 1.594030 0.028792 2.547826
As -4.605791 4.580448 1.400258
H -0.384285 3.344707 0.093660
H 0.755805 -2.673056 -3.051234
H -0.582023 -3.692474 -3.574074

Cartesian forces (eV/Å) of the 2 atoms listed first:
0.023 -0.060 -0.102
0.212 -0.271 0.222

Here are the Mulliken charges for atoms 1 to 6, given in e: 0.30 -0.38 -0.53 0.30 -0.50 -1.39


2.
Entry from OMol25: a structure of composition C29H48BrCuN3P2S in a non-equilibrium geometry (ωB97M-V/def2-TZVPD).

Summary:
Gap between HOMO and LUMO (spin up / spin down), Eh: 0.2434 / 0.1538
Multiplicity: 2
ΔE to the lowest compared entry with this formula, charge and spin, kcal/mol: 0.00
<S²>: 0.75
Charge: +2
Highest occupied orbital energy (spin up / spin down), eV: -12.944 / -12.941
Molar mass, g/mol: 676.19

Element x y z (Å)
H -4.151949 -3.062914 1.750380
C -2.926233 -2.306808 3.364648
C 0.203037 -0.425026 -3.208176
H -0.715348 4.292641 3.758437
H -4.502566 -0.904304 -3.505366
H -0.214465 -2.526838 -2.776466
S 2.124008 1.079658 1.811495
H 2.647264 1.367978 -0.869277
H 1.847343 5.567193 1.184845
C -0.138075 -1.848790 -3.638855
C 1.129730 5.269408 3.200571
H -1.459270 4.353988 -0.815901
C -4.391855 -0.010935 -2.885907
H -0.139251 2.179920 2.730152
H 3.693349 -3.221010 2.505683
C -1.810905 2.193466 -0.584609
H -2.325540 -2.944954 0.095056
H 1.565827 5.020950 4.173724
H -5.229352 0.003147 2.291566
H -5.520959 1.320792 1.116973
H -0.061789 -3.571359 0.026892
H 3.392297 3.482172 1.445040
H -2.997124 0.806275 1.685496
P -3.270913 1.146970 -0.683146
H 4.826309 0.279962 -2.266616
P 1.675769 -0.410274 -2.089273
C -2.133754 -2.671578 1.135746
C 3.107826 -0.741503 -3.219214
C 1.707492 2.685565 2.171389
N 0.495455 2.973367 2.714513
H -1.101482 -1.881922 -4.159678
H 4.263356 -5.604985 2.912070
H -4.240055 0.846276 -3.550759
C 0.230366 -2.681115 0.600572
Cu 0.423973 -1.080917 -0.295420
C 3.380367 -3.973313 1.777450
C 3.743780 -5.317623 1.990310
H 0.349135 0.250814 -4.058740
H 0.950273 1.676425 -1.223376
H -2.631786 3.944161 0.461295
C -2.276907 3.671313 -0.542409
C 2.399850 -4.646357 -0.303735
H 4.721713 -1.478906 -1.897697
C -0.830547 -2.252810 1.514581
H -3.227281 -1.132333 -1.400984
H -5.329915 0.146937 -2.343633
C -3.206046 -0.162996 -1.921344
H -2.262172 -0.086498 -2.472921
C 2.199746 5.140001 2.132346
H 1.810474 2.105276 -3.767371
H -3.111991 3.832490 -1.246653
H -5.653108 -0.380493 0.614039
Br -4.314539 -2.297356 4.560987
H 0.622440 -2.247337 -4.316967
H -0.580059 4.643343 2.025497
C -0.020241 4.327499 2.917165
H 1.936729 -4.479175 -1.271389
C 2.531400 -3.633723 0.693160
C -0.616916 -1.752982 2.814305
H 0.771011 6.300588 3.251465
C 1.635678 -2.441215 0.754538
C 1.903815 1.366571 -1.694057
H 3.108846 5.673646 2.420707
H 3.024541 0.017472 -4.020045
C 4.550393 -0.706910 -2.667272
H 2.702516 -6.778113 -0.722555
H 2.935994 -1.724689 -3.697669
C -3.160378 -2.767518 2.069880
N 2.539584 3.731542 1.942083
H 2.029501 -1.584890 1.308221
C -1.651624 -1.849595 3.748270
C -5.089781 0.318479 1.248943
H -3.206836 -0.701277 0.777418
H 5.246841 -0.923450 -3.494146
C 2.274279 2.342331 -2.799708
H -0.614306 -0.009709 -2.604918
C -3.593496 0.322148 0.894377
H 1.913742 3.337626 -2.498888
H -1.190755 2.003013 -1.476370
H -1.235160 1.912623 0.318510
H -1.479742 -1.538316 4.777793
H 0.347092 -1.380737 3.148673
H 3.355737 2.429265 -2.941513
N 3.441945 -6.270471 1.122390
C 2.853645 -5.949267 -0.026628

Cartesian forces (eV/Å) of the 2 atoms listed first:
0.028 -0.162 0.171
1.177 -0.181 -0.565

Here are the Mulliken charges for atoms 1 to 6, given in e: 0.47 0.07 0.39 0.42 0.41 0.18